{
  "formula": "C5H10O2",
  "method": "ωB97M-V/def2-TZVPD",
  "relative_energy_ev": 2.4151,
  "gap_ev": 10.9232,
  "homo_energy_ev": -9.993,
  "energy_ha": -346.93668,
  "smiles": "C[C@@]1(CCO)CO1",
  "elements": ["C", "C", "C", "C", "O", "C", "O", "H", "H", "H", "H", "H", "H", "H", "H", "H", "H"],
  "coordinates": [[-0.9521, 1.5830, -0.9155], [-0.0547, 0.6207, -0.1475], [0.0957, -0.8215, -0.6444], [-0.1185, -1.9516, 0.3741], [0.4826, -1.7349, 1.6282], [1.1069, 1.1354, 0.5766], [-0.1079, 0.8719, 1.2745], [-1.4140, 1.1124, -1.7881], [-1.7535, 1.9378, -0.2583], [-0.3956, 2.4627, -1.2551], [1.1177, -0.9037, -1.0317], [-0.5717, -0.9909, -1.4963], [0.3525, -2.8536, -0.0293], [-1.1931, -2.1643, 0.4734], [0.1011, -0.9104, 1.9699], [1.4004, 2.1749, 0.4513], [1.9045, 0.4320, 0.8182]],
  "forces_ev_per_angstrom": [[0.0, 0.0, -0.1], [0.1, 0.0, -0.2], [0.0, 0.0, 0.0], [-0.2, -0.2, -0.3], [0.0, 0.1, 0.1], [0.3, 0.2, -0.1], [-0.2, -0.1, 0.1], [0.1, 0.0, 0.1], [0.1, -0.1, -0.1], [-0.1, -0.1, 0.0], [-0.1, 0.0, 0.0], [0.0, 0.0, 0.2], [-0.2, 0.1, 0.0], [0.1, 0.1, 0.1], [0.2, -0.1, 0.0], [-0.1, 0.0, 0.3], [-0.1, 0.2, -0.1]]
}

---

{
  "formula": "C31H39CdN12O4S2",
  "method": "ωB97M-V/def2-TZVPD",
  "relative_energy_ev": 2.2051,
  "gap_ev": 7.4936,
  "homo_energy_ev": -9.681,
  "charge": 1,
  "energy_ha": -3126.71020,
  "elements": ["Cd", "N", "C", "C", "C", "C", "N", "C", "N", "N", "C", "O", "O", "H", "H", "H", "H", "H", "H", "H", "H", "H", "H", "H", "H", "H", "H", "C", "C", "C", "C", "C", "C", "C", "S", "O", "O", "N", "C", "C", "C", "C", "C", "N", "H", "H", "H", "H", "H", "H", "H", "H", "H", "H", "H", "N", "N", "C", "N", "S", "H", "H", "H", "H", "H", "N", "C", "C", "C", "C", "C", "C", "N", "C", "C", "C", "C", "N", "C", "C", "H", "H", "H", "H", "H", "H", "H", "H", "H"],
  "coordinates": [[-0.1330, 0.6686, 0.6951], [-0.9799, -0.8583, 2.5115], [-2.3636, -1.2642, 2.3232], [-3.0520, -1.6778, 3.6137], [-2.8654, -0.6672, 4.7704], [-4.1125, -0.1491, 5.4541], [-5.0483, 0.3198, 4.4392], [-6.0423, 1.1796, 4.7844], [-6.6680, 1.8821, 3.8363], [-6.5098, 1.2849, 6.0794], [-3.0720, -0.0832, 1.6355], [-4.2486, 0.2277, 1.8878], [-2.4155, 0.5367, 0.7090], [-0.2653, -1.5925, 2.5835], [-0.8398, -0.2654, 3.3077], [-2.4154, -1.9854, 1.4780], [-2.6432, -2.6762, 3.8933], [-4.0933, -1.8425, 3.4358], [-2.3429, 0.2323, 4.3957], [-2.2743, -1.0996, 5.6191], [-3.7971, 0.7197, 6.1403], [-4.6096, -0.8245, 6.1795], [-4.7797, 0.2838, 3.4193], [-6.4275, 1.7325, 2.8569], [-7.3021, 2.6476, 4.0929], [-6.3845, 0.4492, 6.6765], [-7.3992, 1.7686, 6.1797], [7.8113, -0.0347, 3.2811], [6.4972, 0.0562, 2.5329], [6.6442, 0.6347, 1.2650], [5.5325, 0.7634, 0.4554], [4.3227, 0.2606, 0.8782], [4.1291, -0.2320, 2.2072], [5.2689, -0.4435, 3.0251], [2.9797, 0.2920, -0.4215], [2.4000, 1.6220, -0.3525], [3.4915, -0.2343, -1.6701], [1.6929, -0.5702, 0.1508], [1.9109, -1.9070, 0.4224], [2.5510, -2.7708, -0.5364], [3.1317, -3.8887, -0.0800], [2.8991, -4.3126, 1.2368], [1.9682, -3.6220, 2.0021], [1.5484, -2.3978, 1.6073], [8.1603, 1.0097, 3.3290], [8.5594, -0.6443, 2.7909], [7.6823, -0.4401, 4.2971], [7.5776, 1.0436, 0.9597], [5.5782, 1.2268, -0.5381], [3.0930, -0.4331, 2.5331], [5.2429, -0.8787, 4.0063], [2.8055, -2.3439, -1.5439], [3.7088, -4.5611, -0.7182], [3.4077, -5.2344, 1.5561], [1.7378, -3.9084, 3.0365], [-0.9940, 2.9775, 0.2036], [-0.4627, 3.9844, 1.0109], [0.1805, 3.7722, 2.1704], [0.9742, 4.7440, 2.5775], [0.3766, 2.2623, 2.9290], [-0.8693, 3.2242, -0.7839], [-1.9591, 2.5893, 0.4071], [-0.6079, 4.9447, 0.7188], [0.9826, 5.6732, 2.1510], [1.6712, 4.5347, 3.2739], [-1.7953, -0.6605, -6.6674], [-1.3616, -0.8750, -8.0057], [-1.9375, -1.4623, -9.1015], [-1.1732, -1.4900, -10.2861], [0.0751, -0.8615, -10.3547], [0.6677, -0.2126, -9.2277], [-0.0109, -0.2614, -8.0107], [0.2112, 0.2798, -6.7999], [-0.7639, -0.0730, -6.0096], [-0.7513, 0.2255, -4.5903], [0.3650, 0.8027, -3.9472], [0.2821, 1.2147, -2.6269], [-0.7676, 0.9207, -1.8502], [-1.8522, 0.3459, -2.4222], [-1.8652, 0.0129, -3.7932], [-2.5011, -1.2145, -6.1621], [-2.9255, -2.0051, -9.0834], [-1.5563, -2.1396, -11.0860], [0.6161, -0.8646, -11.3425], [1.6703, 0.2012, -9.3857], [1.2520, 0.9715, -4.5163], [1.0364, 1.8840, -2.1526], [-2.6971, 0.0348, -1.7437], [-2.7573, -0.4791, -4.2031]],
  "forces_ev_per_angstrom": [[0.4, -0.3, -0.1], [1.1, -0.6, -0.5], [0.0, 1.0, -0.6], [0.7, -1.2, 0.5], [0.7, -0.3, 0.7], [-0.1, 1.1, 1.2], [-1.9, 2.0, 1.1], [0.3, -1.7, 0.1], [-0.3, 0.6, -0.1], [0.7, -0.7, -0.7], [0.5, 1.6, -1.8], [-0.4, -0.3, 0.7], [-0.5, -0.8, 1.1], [-0.4, 0.0, -0.4], [-0.2, 0.3, 0.4], [0.2, -0.2, 0.9], [-0.2, 0.7, 0.0], [-0.7, -0.1, -0.2], [-0.1, -0.4, 0.3], [-0.1, 0.4, -1.0], [-0.4, -1.0, -1.1], [0.3, -0.3, -0.7], [0.2, -0.1, 0.1], [0.1, 0.3, 0.5], [0.5, -0.8, -0.4], [-0.1, 1.0, -0.6], [0.4, -0.3, 0.1], [-0.7, 0.4, 1.0], [0.8, -0.9, -0.2], [-1.7, 0.0, 0.7], [0.2, -0.1, -0.9], [-1.3, -0.6, 0.5], [0.1, -0.1, -0.9], [0.0, 1.6, -1.9], [-1.5, -0.5, 1.7], [0.5, 0.8, -0.6], [0.2, 0.8, 0.8], [0.5, 0.5, 0.1], [0.5, -1.8, -0.6], [0.2, 2.9, -0.9], [0.2, -1.9, 0.6], [-0.3, -0.8, 0.2], [1.4, 0.6, -0.4], [-0.5, 0.1, 0.4], [0.3, -0.5, 0.3], [0.0, -0.1, -0.3], [0.1, 0.3, -0.3], [0.6, 0.1, -0.1], [0.2, -0.3, 0.4], [0.8, -0.3, -0.2], [-0.3, -0.1, 0.2], [-0.6, -0.7, 1.1], [0.0, 0.5, 0.0], [-0.5, 0.5, 0.2], [-0.2, 0.0, -0.6], [-0.6, -0.8, 0.0], [-1.1, 0.5, 0.1], [1.3, -1.9, -1.1], [0.2, 2.0, 0.5], [-0.6, 0.0, -0.4], [-0.1, -0.3, 0.7], [1.2, 1.0, -0.1], [0.0, -0.2, 0.0], [0.1, -0.6, 0.2], [-0.3, 0.1, 0.1], [-0.6, -1.4, -0.5], [1.6, 1.1, 1.4], [-0.7, -1.1, -0.8], [-0.3, -0.4, 0.7], [0.7, 0.4, 0.0], [-0.1, -0.9, -1.4], [-3.1, -0.7, -1.7], [1.4, 0.0, 1.3], [0.7, 0.7, -0.7], [0.2, 0.5, 1.5], [-0.6, 0.1, -0.4], [0.1, 0.5, 0.0], [-1.2, -0.2, -0.1], [0.5, -0.8, 0.0], [-0.8, -0.3, 0.9], [0.5, 0.5, -0.8], [1.2, 0.8, 0.1], [0.3, 0.7, 0.1], [-0.5, 0.0, 1.3], [-0.5, 0.1, 0.5], [0.4, 0.2, -0.3], [-0.3, -1.1, -0.5], [1.0, 0.6, -0.8], [0.3, 0.4, 0.3]]
}

---

{
  "formula": "C3H3N2O",
  "method": "ωB97M-V/def2-TZVPD",
  "relative_energy_ev": 7.9092,
  "gap_ev": 8.5242,
  "homo_energy_ev": -18.076,
  "charge": 1,
  "energy_ha": -300.27873,
  "elements": ["C", "C", "C", "N", "N", "O", "H", "H", "H"],
  "coordinates": [[2.5031, -0.3950, 0.8520], [1.4916, 0.0234, 0.0365], [0.0348, 0.0458, 0.0953], [2.3638, 0.3409, -0.9204], [3.7557, -0.2464, 0.6351], [3.6516, 0.2160, -0.5257], [-0.6118, -0.7322, -0.2483], [-0.4473, 0.9355, -0.4548], [-0.2608, 0.1510, 1.1050]],
  "forces_ev_per_angstrom": [[1.1, 0.1, 0.0], [-0.6, -0.6, -0.6], [-1.7, 2.6, -1.2], [-2.3, 0.4, -0.3], [0.0, -1.6, 4.1], [1.6, 1.2, -3.4], [0.6, -1.4, -0.7], [1.3, -1.0, 0.7], [-0.1, 0.3, 1.3]]
}

---

{
  "formula": "C2H4BrN",
  "method": "ωB97M-V/def2-TZVPD",
  "relative_energy_ev": 3.9447,
  "gap_ev": [9.3944, 8.4070],
  "homo_energy_ev": [-9.388, -8.524],
  "energy_ha": -2707.21409,
  "elements": ["C", "C", "N", "Br", "H", "H", "H", "H"],
  "coordinates": [[-1.1344, -1.1148, -0.0175], [0.9147, 1.2306, 0.0019], [-1.2025, -0.0113, 0.4725], [2.0882, -0.2549, 0.1925], [-2.1210, -1.6015, -0.2041], [-0.3260, -1.8340, -0.0495], [0.7963, 1.4482, -1.0819], [0.9847, 2.1378, 0.6862]],
  "forces_ev_per_angstrom": [[-1.4, -2.7, 0.0], [0.2, 0.6, -0.3], [0.4, 2.8, 0.3], [-0.1, 0.7, 0.2], [0.2, 0.2, -0.1], [0.9, 0.3, -0.4], [-0.2, -0.2, 1.0], [0.0, -1.8, -0.7]]
}

---

{
  "formula": "C4H11ISi2",
  "method": "ωB97M-V/def2-TZVPD",
  "gap_ev": 9.4550,
  "homo_energy_ev": -8.859,
  "energy_ha": -1035.68685,
  "elements": ["C", "C", "C", "C", "Si", "Si", "I", "H", "H", "H", "H", "H", "H", "H", "H", "H", "H", "H"],
  "coordinates": [[0.1886, -0.5350, -1.5179], [0.4043, -0.2901, 1.3141], [-2.4707, -1.3007, 0.1392], [1.3181, 2.5504, -0.1336], [-0.5618, -1.3552, -0.0166], [1.4571, 0.6085, 0.0242], [3.8219, -0.2403, -0.1449], [0.5703, -1.1590, -2.3853], [-0.4549, 0.1648, -1.9116], [0.0955, 0.5532, 1.9313], [0.7248, -1.0837, 2.0222], [-3.0469, -1.7841, -0.7785], [-2.7522, -1.7584, 1.0605], [-2.9519, -0.3370, 0.3246], [0.8086, 2.9889, 0.7677], [2.3428, 2.9722, -0.2061], [0.6290, 2.7308, -0.9644], [-0.1225, -2.7253, 0.4751]],
  "forces_ev_per_angstrom": [[3.0, -1.3, 1.4], [0.2, -0.1, 0.0], [-0.7, -0.2, -2.0], [-0.2, -1.0, 1.2], [-0.5, 0.7, 1.1], [-0.9, -1.8, -1.9], [-0.6, 0.4, 0.1], [0.0, 0.8, 1.3], [-1.7, 1.7, -0.9], [-0.9, -0.1, 0.1], [0.6, 0.8, -0.5], [1.2, 0.8, 2.0], [-0.2, -1.2, 0.6], [0.5, 0.5, -0.6], [0.6, -0.5, -0.6], [-0.9, -0.1, -0.3], [0.6, 0.2, -0.2], [-0.1, 0.4, -0.8]]
}